5 unconnected molecules or ions with the total composition C16H37N5O9S in a non-equilibrium geometry. Source: OMol25; level of theory: ωB97M-V with the def2-TZVPD basis set.

The geometry in XYZ format:
```
68
Properties=species:S:1:pos:R:3:forces:R:3:nbo_charge:R:1
C 6.2242 1.9729 -2.0506 0.30 -0.28 -0.37 -0.41
N 5.1936 0.9453 -1.9305 0.06 0.59 -0.34 -0.62
C 4.0021 1.3983 -1.2153 -0.02 -0.92 0.46 -0.29
C 2.6981 1.2003 -2.0056 0.51 0.05 -0.31 0.48
O 2.6759 0.1609 -2.8988 0.45 -0.11 0.21 -0.69
C 2.2902 2.4600 -2.7726 -1.03 -0.86 -0.27 -0.11
O 1.5650 3.2993 -1.8476 0.28 -0.65 0.27 -0.68
S 1.1465 2.4421 -0.5518 -0.91 0.63 1.61 2.53
O 1.8874 2.9799 0.5517 0.28 -0.73 -0.82 -0.91
O -0.2697 2.4006 -0.3296 0.64 -0.06 -0.88 -0.93
O 1.5932 0.9905 -1.0597 0.12 1.61 0.26 -0.67
H 7.0450 1.5600 -2.6420 0.01 0.00 0.07 0.20
H 6.6403 2.2339 -1.0791 -0.17 0.06 0.07 0.20
H 5.8939 2.8804 -2.5755 -0.07 0.09 0.22 0.16
H 4.9673 0.6316 -2.8664 -0.14 -0.04 0.08 0.36
H 4.0763 2.4434 -0.9055 0.00 0.05 -0.11 0.21
H 3.9169 0.8215 -0.2899 -0.10 0.07 0.01 0.24
H 3.1802 -0.5838 -2.5308 -0.20 -0.12 0.16 0.51
H 3.1575 2.9288 -3.2259 -0.08 0.45 0.26 0.21
H 1.5648 2.1540 -3.5290 0.23 0.08 -0.20 0.21
C -2.0812 -0.9100 -1.7294 0.08 -0.02 0.04 0.52
O -2.1227 -2.0918 -2.0207 -0.06 0.01 0.00 -0.64
N -3.1283 -0.0663 -1.8204 0.00 0.14 0.01 -0.43
C -3.0216 1.3338 -1.4494 -0.06 -0.20 -0.06 -0.42
C -4.3919 -0.5895 -2.3026 0.15 -0.10 0.02 -0.42
H -1.1649 -0.4234 -1.3555 -0.01 0.02 -0.01 0.12
H -3.7212 1.5603 -0.6413 0.03 0.08 -0.01 0.19
H -3.2535 1.9693 -2.3074 0.00 0.05 0.05 0.19
H -2.0085 1.5485 -1.1117 -0.21 -0.03 -0.06 0.25
H -4.7299 -1.3976 -1.6509 -0.05 -0.02 -0.05 0.20
H -4.2701 -0.9947 -3.3083 -0.08 -0.03 0.01 0.21
H -5.1371 0.2028 -2.3178 0.04 0.04 0.02 0.20
C -9.5206 -0.1174 -1.4019 -0.04 0.01 -0.04 0.53
O -9.9307 0.9302 -0.9445 0.03 0.00 0.03 -0.62
N -8.5252 -0.8506 -0.8614 -0.01 -0.07 -0.10 -0.43
C -8.0732 -2.0950 -1.4506 0.06 0.14 0.24 -0.40
C -7.8901 -0.3672 0.3523 -0.10 0.07 -0.06 -0.42
H -9.9383 -0.5658 -2.3199 0.02 -0.02 0.01 0.10
H -8.2036 -2.9131 -0.7390 0.03 -0.07 -0.08 0.20
H -7.0160 -2.0205 -1.7113 -0.01 -0.11 -0.06 0.20
H -8.6444 -2.3160 -2.3496 -0.03 0.04 0.00 0.21
H -8.6273 -0.2715 1.1501 0.04 0.02 0.03 0.21
H -7.4491 0.6154 0.1807 0.01 0.00 0.05 0.21
H -7.1138 -1.0649 0.6573 0.00 -0.03 -0.03 0.20
C 3.6263 0.7025 3.2652 0.01 -0.04 -0.03 0.53
O 4.1764 1.2637 2.3389 0.08 -0.05 -0.05 -0.63
N 2.8366 1.3130 4.1681 -0.04 -0.11 0.10 -0.43
C 2.2151 0.5966 5.2611 0.00 0.19 -0.09 -0.40
C 2.6109 2.7425 4.0276 0.06 -0.01 -0.15 -0.42
H 3.7340 -0.3822 3.4484 -0.02 -0.01 0.01 0.09
H 1.1280 0.6805 5.1990 -0.01 -0.05 0.06 0.20
H 2.5456 1.0050 6.2186 -0.04 -0.06 0.04 0.20
H 2.4876 -0.4563 5.2177 0.02 0.00 -0.02 0.21
H 2.1459 2.9500 3.0639 0.03 0.08 0.01 0.24
H 3.5636 3.2715 4.0706 -0.04 0.06 -0.01 0.21
H 1.9647 3.0922 4.8292 0.00 -0.06 0.03 0.20
C 3.9577 -2.5911 0.4220 0.09 0.04 0.07 0.54
O 3.5154 -2.0608 -0.5793 -0.12 0.14 -0.27 -0.66
N 3.2282 -3.3536 1.2566 0.05 -0.01 0.06 -0.43
C 3.7991 -3.9641 2.4392 -0.16 0.01 -0.11 -0.40
C 1.8211 -3.5634 0.9512 0.07 0.08 -0.08 -0.42
H 5.0101 -2.4834 0.7322 -0.01 0.01 0.00 0.11
H 3.7055 -5.0506 2.3870 0.04 -0.01 0.07 0.20
H 3.2835 -3.6093 3.3344 0.04 -0.04 0.05 0.19
H 4.8535 -3.7070 2.5175 0.01 0.02 -0.02 0.21
H 1.7141 -4.0400 -0.0231 -0.05 0.01 0.01 0.22
H 1.2969 -2.6079 0.9182 -0.04 -0.02 -0.02 0.22
H 1.3754 -4.1958 1.7148 0.03 -0.01 0.02 0.20
```
Positions in Å, forces in eV/Å.

ΔE to the lowest compared entry with this formula, charge and spin, kcal/mol: 0.0
Kohn-Sham gap, eV: 9.4
LUMO energy, eV: 0.5


A molecular structure, C21H20F6N5O4PtS2. Source: OMol25; level of theory: ωB97M-V with the def2-TZVPD basis set.

The geometry in XYZ format:
```
59
Properties=species:S:1:pos:R:3:forces:R:3:nbo_charge:R:1
Pt -0.4682 -0.1501 -0.0897 -0.05 0.07 0.27 1.49
C 2.4178 -0.6504 0.9026 -0.05 0.04 -0.04 -0.23
C 1.9644 -1.6202 1.9793 -0.01 -0.01 0.00 -0.47
C 0.7719 -2.4855 1.6675 0.03 0.02 0.06 0.24
C 0.7620 -3.8200 2.0502 0.00 0.04 0.02 -0.21
C -0.3729 -4.5931 1.8673 0.00 0.03 -0.01 -0.07
C -1.5050 -4.0119 1.3093 0.01 0.00 0.00 -0.22
C -1.4393 -2.6889 0.9405 -0.08 -0.02 0.00 0.05
N -0.3216 -1.9519 1.0978 -0.03 -0.04 -0.14 -0.50
N 1.5246 0.5251 0.7269 0.06 0.02 0.08 -0.34
C 2.0267 1.4174 -0.3452 -0.02 -0.04 0.00 -0.28
C 0.9496 2.4131 -0.6882 0.03 -0.02 0.06 0.20
C 1.1926 3.6823 -1.1728 0.01 -0.02 0.02 -0.21
C 0.1119 4.5211 -1.4182 -0.01 0.00 0.00 -0.07
C -1.1774 4.0750 -1.1548 -0.01 0.00 0.01 -0.22
C -1.3532 2.7941 -0.6731 -0.01 0.02 0.03 0.07
N -0.3038 1.9873 -0.4606 0.00 -0.07 -0.20 -0.50
C 1.2883 1.2966 1.9863 0.02 -0.01 -0.02 -0.29
C -0.0419 1.0485 2.6589 0.01 -0.04 -0.01 0.20
C -0.2293 1.3561 3.9959 0.02 0.00 -0.03 -0.21
C -1.4920 1.2145 4.5533 -0.01 0.00 0.01 -0.08
C -2.5406 0.7606 3.7641 0.00 0.00 -0.01 -0.21
C -2.2859 0.4508 2.4439 -0.01 0.01 -0.02 0.05
N -1.0651 0.6029 1.9164 0.06 0.05 0.00 -0.47
H 2.4887 -1.1462 -0.0674 0.02 -0.01 0.01 0.23
H 3.4132 -0.2713 1.1544 0.00 -0.01 0.03 0.25
H 1.7664 -1.0920 2.9172 0.00 -0.01 0.01 0.25
H 2.8070 -2.2758 2.1986 0.00 0.00 -0.03 0.28
H 1.6485 -4.2419 2.5045 0.00 -0.01 0.00 0.26
H -0.3789 -5.6329 2.1677 0.00 0.00 0.00 0.27
H -2.4202 -4.5677 1.1623 0.00 0.00 0.00 0.27
H -2.2977 -2.1950 0.4964 0.00 -0.01 0.00 0.22
H 2.2836 0.8012 -1.2101 0.00 0.01 -0.01 0.25
H 2.9391 1.9200 -0.0127 -0.01 0.02 -0.02 0.26
H 2.2085 4.0137 -1.3433 0.00 0.00 0.00 0.27
H 0.2771 5.5222 -1.7954 0.00 0.00 0.00 0.27
H -2.0374 4.7098 -1.3165 -0.01 0.00 0.00 0.28
H -2.3335 2.3922 -0.4541 -0.01 0.01 -0.01 0.24
H 1.3418 2.3593 1.7430 0.00 0.00 0.01 0.26
H 2.1069 1.0989 2.6802 -0.01 0.00 0.01 0.26
H 0.6022 1.7117 4.5907 0.00 0.00 0.00 0.26
H -1.6561 1.4560 5.5953 0.00 0.00 0.00 0.27
H -3.5386 0.6419 4.1617 0.00 0.00 0.00 0.27
H -3.0621 0.0807 1.7856 -0.01 0.00 0.01 0.23
F 2.3294 -1.1466 -2.9970 -0.04 0.00 -0.06 -0.31
C 1.7721 -2.1268 -3.7116 0.05 -0.02 0.00 0.80
F 2.3933 -3.2574 -3.5022 -0.03 0.03 0.05 -0.25
F 1.7335 -1.8109 -4.9745 0.01 -0.03 0.00 -0.25
S 0.0187 -2.3524 -3.0524 -0.19 0.03 -0.15 2.15
O 0.0438 -1.9325 -1.6653 0.19 0.03 -0.07 -0.96
O -0.4939 -3.6095 -3.4302 -0.10 -0.10 0.05 -0.76
N -0.7488 -1.1912 -3.9643 0.29 0.32 0.15 -0.68
S -1.9307 -0.1325 -3.4647 0.08 -0.10 -0.11 2.17
O -1.7579 0.1898 -2.0586 -0.03 -0.07 0.00 -0.97
O -3.1678 -0.5745 -3.9704 -0.13 -0.09 0.07 -0.75
C -1.2994 1.3714 -4.3798 -0.07 0.06 -0.03 0.79
F -1.2596 1.1242 -5.6552 0.02 0.01 0.03 -0.24
F -2.1204 2.3596 -4.0929 0.04 -0.06 0.01 -0.27
F -0.0841 1.6309 -3.8967 -0.02 -0.02 -0.02 -0.30
```
Positions in Å, forces in eV/Å.

<S²>: 6.017
Spin multiplicity: 5
Total charge: +3
ΔE to the lowest compared entry with this formula, charge and spin, kcal/mol: 14.6
Kohn-Sham gap (spin up / spin down), eV: 9.3 / 6.0
LUMO energy (spin up / spin down), eV: -8.9 / -12.8